Molecular formula: C26H32N3O5P2S2Ta
Method: DFT, ωB97M-V/def2-TZVPD

Geometry (Å):
Ta -0.06 0.08 -0.02
O -1.50 0.59 1.65
C -0.56 1.38 1.84
O -0.07 1.93 0.82
C 0.17 1.54 3.15
C 1.44 2.38 2.86
C 2.23 2.60 4.16
C 2.92 1.23 4.34
C 2.32 0.46 3.16
O 2.21 1.43 2.12
C 0.83 0.17 3.50
C 0.26 -0.88 2.57
O -0.61 -1.65 2.88
O 0.76 -0.84 1.36
H -0.47 1.91 3.94
H 1.24 3.27 2.28
H 1.58 2.86 4.98
H 2.96 3.40 4.04
H 2.69 0.76 5.29
H 4.00 1.30 4.24
H 2.88 -0.40 2.82
H 0.67 -0.12 4.53
C -5.27 -0.94 -2.64
S -4.02 0.33 -2.97
C -2.77 -0.14 -1.90
S -1.35 0.91 -1.90
N -2.85 -1.18 -1.16
N -1.84 -1.59 -0.39
C -2.09 -2.69 0.24
C -1.20 -3.48 1.04
C -1.77 -4.39 1.94
C -0.94 -5.12 2.78
C 0.43 -4.91 2.68
C 0.90 -4.04 1.70
N 0.13 -3.34 0.89
H -6.16 -0.63 -3.18
H -4.93 -1.90 -3.01
H -5.46 -0.98 -1.58
H -3.10 -3.07 0.17
H -2.84 -4.48 2.01
H -1.35 -5.82 3.49
H 1.11 -5.44 3.33
H 1.97 -3.90 1.58
C 2.02 -3.08 -1.39
P 1.62 -1.32 -1.55
C 1.18 -1.23 -3.33
C 3.19 -0.43 -1.23
C 4.36 -1.11 -0.95
C 5.51 -0.42 -0.58
C 5.50 0.96 -0.52
C 4.34 1.66 -0.80
C 3.18 0.97 -1.15
P 1.60 1.80 -1.44
C 1.62 2.15 -3.25
C 1.67 3.49 -0.76
H 2.45 -3.29 -0.42
H 2.71 -3.36 -2.19
H 1.10 -3.66 -1.49
H 2.07 -1.28 -3.96
H 0.61 -0.34 -3.56
H 0.56 -2.09 -3.55
H 4.40 -2.19 -1.00
H 6.41 -0.97 -0.35
H 6.40 1.49 -0.24
H 4.34 2.74 -0.75
H 2.40 2.90 -3.42
H 0.66 2.55 -3.56
H 1.86 1.27 -3.83
H 2.22 3.49 0.18
H 0.65 3.83 -0.57
H 2.13 4.17 -1.48

- Energy: -83977.0966 eV
- Charge: +2
- Frontier orbital gap: 6.437 eV
- Energy relative to the best compared isomer or geometry (same formula, charge and spin): 3.165 eV
- LUMO: -7.187 eV

=====

Molecular formula: C26H33AsN3SeV
Method: DFT, ωB97M-V/def2-TZVPD

Geometry (Å):
V -0.34 -0.15 0.22
C -0.61 0.74 3.12
N 0.29 -0.02 2.22
C 0.37 -1.43 2.65
C 1.66 0.58 2.18
C 2.37 0.17 0.92
C 3.76 0.12 0.85
C 4.39 -0.18 -0.35
C 3.64 -0.46 -1.49
C 2.25 -0.44 -1.42
C 1.61 -0.13 -0.22
H -0.28 0.67 4.16
H -1.62 0.33 3.05
H -0.64 1.79 2.82
H 0.61 -1.51 3.72
H 1.14 -1.95 2.09
H -0.60 -1.92 2.49
H 2.22 0.28 3.07
H 1.55 1.66 2.22
H 4.35 0.32 1.74
H 5.47 -0.21 -0.40
H 4.14 -0.70 -2.42
H 1.68 -0.68 -2.31
C -1.50 -2.05 -2.80
As -1.21 -2.36 -0.92
C 0.12 -3.77 -0.93
C -2.86 -3.21 -0.27
C -3.25 -4.38 -1.14
C -4.10 -4.20 -2.23
C -4.44 -5.27 -3.04
C -3.93 -6.53 -2.77
C -3.09 -6.72 -1.68
C -2.75 -5.65 -0.87
H -1.83 -2.97 -3.27
H -0.57 -1.72 -3.26
H -2.28 -1.29 -2.93
H -0.25 -4.60 -1.53
H 0.31 -4.11 0.08
H 1.04 -3.38 -1.36
H -3.63 -2.44 -0.26
H -2.68 -3.51 0.76
H -4.52 -3.22 -2.43
H -5.11 -5.12 -3.87
H -4.20 -7.37 -3.39
H -2.71 -7.71 -1.45
H -2.12 -5.81 0.00
C 1.73 3.29 -0.89
N 1.12 2.67 -2.05
C -0.06 2.04 -2.11
Se -1.34 1.88 -0.74
N -0.24 1.59 -3.35
C 0.87 1.89 -4.14
C 1.17 1.64 -5.47
C 2.40 2.09 -5.92
C 3.29 2.78 -5.07
C 2.98 3.03 -3.75
C 1.74 2.57 -3.30
H 0.99 3.37 -0.10
H 2.08 4.28 -1.15
H 2.57 2.68 -0.55
H -1.10 1.16 -3.67
H 0.49 1.12 -6.13
H 2.68 1.93 -6.95
H 4.23 3.12 -5.47
H 3.66 3.56 -3.10

- Energy: -183827.0838 eV
- Charge: +2
- Multiplicity: 3
- Frontier orbital gap (spin up / spin down): 6.880 / 7.666 eV
- <S²>: 2.036
- LUMO (spin up / spin down): -6.790 / -6.003 eV

=====

Molecular formula: C26H33BO2S
Method: DFT, ωB97M-V/def2-TZVPD

Geometry (Å):
C 4.79 0.43 -0.13
C 3.56 1.17 0.22
C 2.97 1.23 1.48
C 1.86 2.09 1.54
C 1.40 2.53 0.28
B -1.28 -1.67 -0.14
C 0.90 3.91 0.02
C 0.68 4.79 1.10
C 0.01 5.99 0.88
C -0.41 6.33 -0.41
C -0.13 5.49 -1.49
C 0.56 4.30 -1.29
O -0.81 -2.33 -1.25
C 0.17 -3.27 -0.72
C 0.15 -4.47 -1.64
C 1.55 -2.60 -0.77
C -0.35 -3.50 0.76
C -1.48 -4.52 0.84
C 0.69 -3.81 1.82
O -0.91 -2.21 1.09
S 2.83 2.28 -0.85
H 4.87 -0.46 0.50
H 4.76 0.12 -1.18
H 5.68 1.05 0.03
H 3.39 0.69 2.33
H 1.34 2.31 2.48
H 1.03 4.51 2.10
H -0.18 6.66 1.72
H -0.96 7.26 -0.58
H -0.45 5.75 -2.50
H 0.82 3.66 -2.14
H 0.80 -5.26 -1.24
H -0.87 -4.87 -1.75
H 0.53 -4.19 -2.62
H 2.34 -3.34 -0.58
H 1.73 -2.16 -1.76
H 1.65 -1.80 -0.01
H -1.08 -5.54 0.76
H -1.98 -4.42 1.81
H -2.23 -4.37 0.05
H 1.10 -4.82 1.65
H 1.51 -3.09 1.83
H 0.21 -3.81 2.80
C 0.28 0.76 -1.01
C -0.68 0.93 0.03
C -1.14 2.04 0.83
C -1.81 -0.16 -0.14
C -2.72 -0.48 0.98
C -3.87 -1.21 0.75
C -4.26 -1.53 -0.56
C -3.61 -0.93 -1.65
C -2.51 -0.12 -1.45
H -0.01 -0.03 -1.71
H 0.42 1.66 -1.62
H 1.24 0.39 -0.62
H -0.53 2.26 1.71
H -1.27 2.96 0.24
H -2.13 1.81 1.24
H -2.42 -0.19 1.99
H -4.49 -1.53 1.59
H -5.14 -2.16 -0.74
H -4.01 -1.05 -2.66
H -2.10 0.51 -2.24

- Energy: -43100.1420 eV
- Frontier orbital gap: 4.887 eV
- Energy relative to the best compared isomer or geometry (same formula, charge and spin): 2.479 eV
- LUMO: -0.353 eV

=====

Molecular formula: C26H33ClCrN4O4Te
Method: DFT, ωB97M-V/def2-TZVPD

Geometry (Å):
Cr 0.33 -0.12 0.98
Cl 5.07 -3.90 5.05
C 3.75 -3.20 4.18
C 2.51 -3.88 4.13
C 1.44 -3.36 3.45
C 1.55 -2.13 2.77
O 0.50 -1.67 2.13
C 2.80 -1.46 2.82
C 3.01 -0.23 2.15
O 2.20 0.38 1.43
C 3.89 -2.01 3.54
H 2.42 -4.83 4.64
H 0.50 -3.88 3.41
H 4.00 0.23 2.27
H 4.83 -1.48 3.58
N -0.32 0.78 2.85
C -0.41 2.23 3.20
C -0.85 3.04 1.99
C 0.30 3.38 1.03
C 0.05 2.86 -0.38
N 0.46 1.44 -0.49
H -1.24 0.37 2.96
H 0.27 0.30 3.53
H 0.57 2.56 3.54
H -1.10 2.35 4.03
H -1.34 3.95 2.33
H -1.62 2.46 1.47
H 1.23 2.92 1.38
H 0.48 4.45 1.01
H 0.60 3.45 -1.12
H -1.00 2.94 -0.64
H 1.47 1.41 -0.59
H 0.09 1.00 -1.37
N -6.44 -2.19 0.66
C -5.77 -1.37 -0.19
O -6.29 -0.82 -1.13
C -4.31 -1.14 0.11
C -3.71 -0.04 -0.46
C -2.37 0.22 -0.22
N -1.62 -0.55 0.59
C -2.20 -1.66 1.12
C -3.52 -1.98 0.90
H -7.42 -2.35 0.49
H -6.02 -2.59 1.48
H -4.29 0.59 -1.12
H -1.91 1.09 -0.64
H -1.57 -2.29 1.72
H -3.90 -2.89 1.34
Te -0.89 -0.60 -3.06
C -1.77 0.41 -4.69
C -2.61 1.50 -4.49
C -3.18 2.17 -5.57
C -2.91 1.77 -6.87
C -2.07 0.68 -7.08
C -1.51 0.01 -6.00
H -2.84 1.83 -3.48
H -3.84 3.02 -5.39
H -3.35 2.29 -7.71
H -1.85 0.35 -8.09
H -0.86 -0.84 -6.18
C 1.29 -3.41 -0.39
C 1.61 -2.10 -1.01
C 2.54 -2.06 -2.16
O 1.09 -1.05 -0.64
H 1.25 -4.18 -1.15
H 0.35 -3.37 0.16
H 2.10 -3.68 0.30
H 3.45 -2.63 -1.92
H 2.78 -1.04 -2.45
H 2.06 -2.56 -3.00

- Energy: -89881.9823 eV
- Charge: +1
- Multiplicity: 4
- Frontier orbital gap (spin up / spin down): 4.284 / 3.925 eV
- Energy relative to the best compared isomer or geometry (same formula, charge and spin): 1.254 eV
- <S²>: 3.777
- LUMO (spin up / spin down): -3.980 / -4.310 eV